Density functional theory data (the ωB97M-V functional and the def2-TZVPD basis) for a structure of composition C31H50AsN4O10PSTa.

Geometry as ORCA input:
```
! wB97M-V def2-TZVPD RIJCOSX def2/J DEFGRID3
* xyz 1 1
Ta -0.0041 0.5644 0.2228
O 2.1741 0.7632 -2.9013
C 1.3358 0.0637 -2.3887
O 1.2694 -0.1035 -1.0641
C 0.3175 -0.6915 -3.1759
C 0.6930 -0.9918 -4.4882
C -0.1438 -1.6859 -5.3369
C -1.3956 -2.0765 -4.8760
C -1.7893 -1.7701 -3.5880
C -0.9489 -1.0790 -2.7081
S -1.6447 -0.7882 -1.1052
H 1.6672 -0.6581 -4.8183
H 0.1694 -1.9149 -6.3459
H -2.0725 -2.6152 -5.5262
H -2.7722 -2.0614 -3.2399
O 1.7321 3.8694 1.6936
C 0.9200 3.1562 1.1731
O 1.1541 2.2649 0.2345
C -0.5795 3.1420 1.5600
O -1.0585 3.8726 2.3865
O -1.2141 2.1755 0.9256
C -0.7123 -4.9849 1.9519
N -0.0497 -4.0466 1.0674
C 0.7924 -4.5693 0.0021
C -0.1522 -2.7291 1.2346
O 0.4660 -1.9159 0.5530
H 0.0178 -5.5807 2.5023
H -1.3513 -5.6584 1.3801
H -1.3275 -4.4416 2.6672
H 0.4457 -5.5658 -0.2628
H 1.8373 -4.6284 0.3145
H 0.7256 -3.9131 -0.8627
H -0.8473 -2.4130 2.0218
C -1.7148 5.7622 -6.6803
C -1.2785 4.9276 -5.5134
C -2.1185 3.9618 -4.9703
C -1.7400 3.1882 -3.8864
C -2.6983 2.1578 -3.3639
C -0.4607 3.4064 -3.3223
C 0.0227 2.6789 -2.1858
O -0.5951 1.7626 -1.6127
C 0.4141 4.3769 -3.8721
C 1.7992 4.6132 -3.3262
C -0.0155 5.1161 -4.9552
H -2.6787 5.4384 -7.0673
H -0.9812 5.7103 -7.4853
H -1.7984 6.8096 -6.3854
H -3.0965 3.8063 -5.4095
H -3.6128 2.1669 -3.9549
H -2.9495 2.3492 -2.3193
H -2.2648 1.1590 -3.3961
H 1.0096 2.9413 -1.8082
H 1.7742 4.9727 -2.2962
H 2.3089 5.3647 -3.9251
H 2.3976 3.7009 -3.3476
H 0.6452 5.8598 -5.3846
C 5.1825 -0.0968 2.5476
N 3.9094 0.2930 1.9506
C 4.0521 1.1869 0.7953
P 2.4866 0.1277 2.7233
O 1.3231 0.2341 1.7483
N 2.6227 -1.3335 3.4669
C 3.1155 -2.4953 2.7343
C 1.7646 -1.6802 4.5904
N 2.2109 1.2354 3.8921
C 3.3179 1.8124 4.6465
C 0.9123 1.8441 4.1456
H 5.7472 0.7820 2.8694
H 5.7779 -0.6312 1.8049
H 5.0260 -0.7492 3.4037
H 4.2590 2.2142 1.1043
H 3.1577 1.1776 0.1864
H 4.8819 0.8201 0.1912
H 3.7552 -2.1814 1.9125
H 2.2949 -3.0840 2.3207
H 3.6927 -3.1265 3.4126
H 1.5161 -0.7915 5.1649
H 2.2925 -2.3781 5.2421
H 0.8353 -2.1592 4.2580
H 4.1680 1.1340 4.6718
H 3.0005 1.9798 5.6771
H 3.6327 2.7679 4.2208
H 0.1430 1.3336 3.5681
H 0.9128 2.9027 3.8789
H 0.6645 1.7516 5.2075
C -3.7295 -1.3482 2.4744
As -2.8932 0.3183 2.0373
C -2.8777 1.4210 3.5925
C -3.9642 1.1148 0.6675
O -1.3046 -0.1591 1.6454
H -4.7716 -1.1938 2.7503
H -3.1971 -1.8069 3.3062
H -3.6698 -1.9867 1.5935
H -3.9061 1.5793 3.9175
H -2.4106 2.3748 3.3428
H -2.3222 0.9101 4.3778
H -4.9843 1.1522 1.0521
H -3.9190 0.4954 -0.2258
H -3.5909 2.1125 0.4630
*
```

Properties
M in g mol⁻¹: 957.67
Total energy in Eh: -5215.1658
HOMO in eV: -10.1
HOMO-LUMO gap in eV: 7.47
LUMO level in eV: -2.585
ΔE to the lowest compared entry with this formula, charge and spin in kcal/mol: 23.5

Which charges does Mulliken predict for the atoms? In e, they are: 1.0083 -0.6512 -0.3648 -0.0432 0.3783 -0.9346 -0.6636 -0.7039 -0.7715 0.9570 -0.4202 0.4849 0.4313 0.4276 0.5004 -0.5935 0.3043 -0.7250 0.2367 -0.6545 -0.7039 -0.9731 0.4187 -0.8291 0.0570 -0.4090 0.3248 0.3476 0.3002 0.3978 0.2369 0.2158 -0.1421 -1.4646 0.6514 -1.1254 1.1182 -0.6919 0.3149 0.0309 -0.2010 0.9559 -1.5208 -1.1231 0.3694 0.3628 0.3362 0.3334 0.4727 0.0367 -0.1306 0.1253 0.3114 0.4366 0.2807 0.3900 -1.2917 0.6581 -0.3114 -1.1860 2.6740 0.1268 -0.7947 -0.8619 0.9353 -1.1018 -1.0656 0.3597 0.3728 0.4584 0.2130 -0.2956 0.4445 0.2637 0.0882 0.4111 0.2844 0.3737 0.1019 0.3397 0.3719 0.2376 -0.1329 0.4444 0.4776 -1.2174 0.9879 -1.1093 -1.1088 -0.3560 0.4737 0.3813 0.3243 0.4968 0.2971 0.3328 0.6188 0.3130 0.2567